No. 1
Molecular formula: C25H19BeBrN7O2S
Method: DFT, ωB97M-V with the def2-TZVPD basis set

Geometry (Å):
Br (4.40960, 3.45029, 3.48861)
S (-2.31365, -0.00631, 0.93994)
O (-0.19894, 1.90008, -0.02564)
O (0.71177, 0.23372, 1.49855)
N (-1.51566, -3.93551, -2.92926)
N (0.29792, 4.35462, -1.51094)
N (2.63460, -2.38200, -4.35181)
N (0.12092, -0.65863, -1.07930)
N (-4.40040, -1.62747, 0.59301)
N (1.05624, 5.93429, -0.11899)
N (-2.50918, -2.25785, -0.49056)
C (2.98048, 3.00898, 2.34937)
C (-6.65872, -1.01631, 1.07445)
C (0.35323, 7.89490, -1.53038)
C (0.93767, 4.65998, -0.32515)
C (2.47709, 3.96052, 1.48574)
C (0.30126, -1.39229, -1.97296)
C (-7.63143, -0.43953, 1.87168)
C (0.49468, -2.33533, -2.93391)
C (-3.12003, -1.40487, 0.32068)
C (-0.56894, 5.89006, -3.33926)
C (-0.23653, 8.22296, -2.73089)
C (1.43235, 3.64558, 0.60998)
C (0.01832, 5.56923, -2.11946)
C (1.02189, -0.82743, 2.42965)
C (1.66855, -2.37217, -3.72887)
C (0.48606, 6.53903, -1.22724)
C (-0.56843, -3.28040, -2.97306)
C (-7.27515, 0.18795, 3.05701)
C (1.41388, 1.43114, 1.56730)
C (0.91498, 2.37234, 0.68731)
C (-5.32536, -0.96674, 1.46294)
C (-0.68767, 7.23451, -3.62379)
C (-5.94456, 0.21772, 3.44301)
C (2.46694, 1.71018, 2.40145)
C (-4.96027, -0.36394, 2.65612)
Be (-0.37753, 0.18422, 0.21210)
H (-1.55700, -2.09324, -0.75560)
H (1.05304, -0.41328, 3.43449)
H (2.88645, 0.97856, 3.07520)
H (-6.93625, -1.49849, 0.14426)
H (-0.91589, 5.13387, -4.03055)
H (-3.93534, -0.36046, 2.99299)
H (-8.66673, -0.47956, 1.56259)
H (0.27728, 3.46384, -1.97838)
H (1.97139, -1.28206, 2.15549)
H (-0.35348, 9.26320, -3.00176)
H (-4.82928, -2.36830, 0.05296)
H (0.20916, -1.54211, 2.34622)
H (-5.66160, 0.68632, 4.37566)
H (-0.87061, 2.57816, -0.19521)
H (0.70983, 8.64976, -0.84390)
H (2.88717, 4.96002, 1.45076)
H (-8.03245, 0.64062, 3.68154)
H (-1.13853, 7.53846, -4.55852)
H (-2.96092, -3.06126, -0.90533)

Results
- Energy above the lowest of the compared OMol25 structures with the same formula, charge and spin: 0.681 eV
- E_HOMO: -11.09 eV
- Charge: +1
- HOMO-LUMO gap: 8.15 eV



No. 2
Molecular formula: C25H19Cl2LiN2OP
Method: DFT, ωB97M-V with the def2-TZVPD basis set

Geometry (Å):
Cl (-0.94719, 3.71824, 0.70115)
Cl (-5.31329, 0.76354, -0.30605)
P (0.46841, -0.61936, 0.50765)
O (-3.34829, -2.34106, 1.40305)
N (-2.74659, 1.34134, 0.97315)
N (-2.07559, -2.11126, 0.84205)
C (3.86921, -1.40076, 3.54105)
C (-3.17899, 4.69534, -0.43345)
C (1.74911, 1.76984, -0.10525)
C (1.04251, 1.74514, -2.77545)
C (-5.12969, 3.38524, -0.89075)
C (3.21541, -0.62646, 1.36025)
C (-4.46949, 4.60834, -0.94605)
C (1.87761, -0.88486, 1.65115)
C (1.71391, 2.83814, -2.25155)
C (1.74661, -2.28896, -1.28215)
C (-3.23559, 2.33414, 0.33815)
C (1.96041, -3.42346, -2.03705)
C (2.54231, -1.67516, 3.83525)
C (1.55841, -1.41546, 2.90045)
C (-1.57559, -3.15416, 0.26855)
C (2.06261, 2.84614, -0.91095)
C (-0.02889, -4.38186, -1.11385)
C (0.62351, -2.14026, -0.47225)
C (1.06771, -4.49216, -1.92635)
C (-2.59699, 3.61154, 0.16385)
C (-0.32259, -3.20026, -0.40055)
C (4.19741, -0.87586, 2.30055)
C (1.10681, 0.65094, -0.63015)
C (0.73601, 0.66194, -1.97355)
C (-4.53069, 2.31524, -0.28855)
Li (-1.87039, -0.14026, 0.90585)
H (-2.62509, 5.62124, -0.51135)
H (-3.70369, -1.45196, 1.53525)
H (0.75121, 1.74414, -3.81705)
H (0.51921, -1.60726, 3.13605)
H (1.98181, 1.80104, 0.95085)
H (3.49081, -0.20446, 0.40445)
H (5.23091, -0.65546, 2.06815)
H (2.27871, -2.08246, 4.80195)
H (-4.94189, 5.46794, -1.39495)
H (2.81061, -3.48886, -2.70115)
H (0.19251, -0.17856, -2.38855)
H (-2.17409, -4.06776, 0.25345)
H (4.64221, -1.58916, 4.27465)
H (-0.71869, -5.21066, -1.03145)
H (2.45951, -1.47766, -1.34245)
H (-6.11329, 3.27344, -1.32625)
H (2.56781, 3.70324, -0.49035)
H (1.94381, 3.68854, -2.87895)
H (1.23961, -5.39856, -2.49055)

Results
- Energy above the lowest of the compared OMol25 structures with the same formula, charge and spin: 0.684 eV
- E_HOMO: -1.62 eV
- Charge: -1
- HOMO-LUMO gap: 3.32 eV



No. 3
Molecular formula: C25H19Co2N2O6
Method: DFT, ωB97M-V with the def2-TZVPD basis set

Geometry (Å):
Co (-1.42614, 2.70770, 3.79118)
Co (0.57663, 3.14712, 1.34646)
O (1.20357, 1.82395, -1.17889)
O (0.75914, 2.44173, 5.75896)
O (-0.13913, 5.99022, 1.00381)
O (3.02498, 2.89034, 2.97075)
O (-3.52105, 0.79841, 4.56462)
O (-2.23518, 5.57321, 3.69498)
N (-1.81684, -0.33212, -3.12389)
N (-1.95260, -2.57909, -3.84125)
C (-1.28551, 2.39605, 1.79013)
C (-1.23288, -1.45350, -3.41451)
C (-0.24612, 1.63854, 2.47374)
C (1.22169, -0.38459, 2.44476)
C (0.23750, -1.48817, -3.34423)
C (2.08363, 3.01901, 2.34379)
C (3.02234, -1.99884, 2.36048)
C (-2.72258, 1.55696, 4.27650)
C (0.96780, 2.37523, -0.21162)
C (2.30996, -0.25533, -3.33205)
C (3.03203, -1.43274, -3.34674)
C (-1.93083, 4.47704, 3.72895)
C (2.05878, -1.27330, 1.71455)
C (-3.41105, -2.69772, -3.70700)
C (2.36634, -1.05248, 4.48022)
C (-3.17274, -0.24590, -3.44764)
C (-3.97963, -1.46624, -3.01444)
C (2.35946, -2.64029, -3.33391)
C (0.14134, 4.89585, 1.13867)
C (0.97826, -2.67119, -3.32978)
C (1.41387, -0.30432, 3.85275)
C (0.30204, 0.43494, 1.81444)
C (-0.08840, 2.57592, 5.01090)
C (3.17923, -1.89410, 3.73648)
C (0.93187, -0.27917, -3.32440)
H (-5.04760, -1.33598, -3.23501)
H (3.71719, -2.59048, 1.78215)
H (2.52597, -0.93917, 5.54322)
H (1.99187, -1.28580, 0.63948)
H (0.14498, 0.34398, 0.75190)
H (0.82948, 0.39415, 4.42610)
H (2.91893, -3.56302, -3.32999)
H (2.82932, 0.68799, -3.32221)
H (-2.12082, 1.76997, 1.47178)
H (-3.58448, 0.67916, -3.02188)
H (0.46328, -3.61544, -3.29643)
H (3.96126, -2.45306, 4.22297)
H (-3.90084, -1.59546, -1.92949)
H (0.37355, 0.64313, -3.29007)
H (-3.23188, -0.13425, -4.53840)
H (-3.83652, -2.79752, -4.71287)
H (-1.48007, -3.47258, -3.96681)
H (4.11249, -1.40986, -3.37352)
H (-3.67587, -3.61889, -3.16768)

Results
- Energy above the lowest of the compared OMol25 structures with the same formula, charge and spin: 1.507 eV
- E_HOMO: -3.30 eV
- Charge: -1
- HOMO-LUMO gap: 5.31 eV



No. 4
Molecular formula: C25H19CoF3N4O7PS
Method: DFT, ωB97M-V with the def2-TZVPD basis set

Geometry (Å):
Co (0.06067, -0.31978, 1.16867)
S (2.76820, -1.69858, 2.22996)
P (-0.18127, 0.57234, -0.92982)
F (1.62294, -3.11356, 4.05909)
F (2.80275, -4.29225, 2.68782)
F (3.83999, -3.15915, 4.19082)
O (3.74289, -2.03411, 1.24448)
O (0.92544, 1.41444, 3.43262)
O (2.96911, -0.51915, 2.98745)
O (-1.68158, -4.10644, 1.31084)
O (-1.68422, 0.46762, 1.74463)
O (-1.02700, -2.04489, 0.62137)
O (1.40848, -1.80956, 1.65476)
N (-2.47962, 0.94403, 2.57955)
N (-4.60455, 1.48654, 5.12311)
N (0.80602, 1.47761, 2.03194)
N (-1.82956, -2.07827, 3.80062)
C (-1.76531, 0.30926, -1.74633)
C (2.80195, -3.15929, 3.34478)
C (-2.89806, 0.26168, 3.62081)
C (3.48090, -0.47356, -2.29257)
C (-4.29668, -0.15494, -2.90707)
C (2.41190, -0.10077, -1.46966)
C (-3.24847, -1.14344, -2.95941)
C (0.12930, 2.36796, -1.05184)
C (-2.31229, -1.05186, 3.75516)
C (1.18477, 0.03280, -2.02762)
C (0.76183, 2.64628, 1.54924)
C (0.73412, 4.26191, -2.40824)
C (1.32884, 4.25240, -0.16500)
C (-2.03703, -0.90271, -2.37894)
C (1.49633, 4.77605, -1.41335)
C (-2.78171, 1.26266, -1.61803)
C (-3.85585, 0.90874, 4.47496)
C (-4.04789, 1.05942, -2.20247)
C (-1.53845, -3.13374, 0.50048)
C (0.66326, 3.02172, 0.11119)
C (-0.74648, -4.35531, 2.48466)
C (0.09990, 3.01722, -2.25955)
C (0.99752, -0.01749, -3.42954)
C (2.05354, -0.45170, -4.19257)
C (3.32327, -0.64291, -3.63806)
H (-0.01472, 0.11621, -3.92050)
H (0.13362, -3.80108, 2.28114)
H (-3.39538, -1.99645, -3.57597)
H (2.60969, -0.14081, -0.43151)
H (2.04194, -0.55071, -5.28227)
H (4.17114, -1.06395, -4.15821)
H (-0.46378, -5.38210, 2.37862)
H (0.92157, 3.47566, 2.20899)
H (-1.24685, -1.66064, -2.42578)
H (-5.30220, -0.40166, -3.28200)
H (1.74323, 4.84067, 0.65856)
H (-2.59467, 2.19923, -1.11342)
H (-4.75070, 1.89782, -2.22316)
H (1.20368, 0.49129, 3.58655)
H (0.62311, 4.80942, -3.28623)
H (-0.28149, 2.54861, -3.11124)
H (4.42166, -0.61878, -1.81622)
H (-1.23577, -4.28195, 3.43078)
H (2.01804, 5.74203, -1.53706)

Results
- Energy above the lowest of the compared OMol25 structures with the same formula, charge and spin: 1.129 eV
- Spin multiplicity: 5
- E_HOMO (spin up / spin down): -9.10 / -9.10 eV
- HOMO-LUMO gap (spin up / spin down): 8.45 / 8.03 eV